Formula: C3H11N3O
Source: the OMol25 dataset
Level of theory: the ωB97M-V functional and the def2-TZVPD basis

Each line ends with the natural charge from an NBO analysis.
Cartesian coordinates (Å):
1 C 2.303 -0.571 0.332  -0.4435
2 N 1.441 0.575 0.175  -0.2138
3 O 1.669 1.470 1.308  -0.6405
4 C -0.274 0.170 0.401  -0.1920
5 C -0.585 0.253 -1.038  -0.2535
6 N -2.060 0.292 -0.621  -0.5129
7 N -2.863 -0.847 -0.400  -0.6416
8 H 3.354 -0.260 0.383  0.2007
9 H 2.177 -1.195 -0.556  0.1960
10 H 2.070 -1.173 1.226  0.1661
11 H 2.136 2.227 0.935  0.4632
12 H -0.556 1.000 1.045  0.2173
13 H -0.336 -0.815 0.869  0.1919
14 H -0.298 1.203 -1.479  0.2259
15 H -0.395 -0.657 -1.603  0.2060
16 H -2.450 1.149 -0.240  0.3704
17 H -2.759 -1.484 -1.184  0.3413
18 H -2.573 -1.338 0.445  0.3189

Cartesian forces (eV/Å) of the 2 atoms listed first:
C 0.1 -0.2 0.4
N -2.1 0.1 1.7

Its total charge is 0. As for the SMILES: CN(O)CCNN. The strongest force on any atom is 6.8 eV Å⁻¹. The orbital gap is 8.64 eV. The energy above the lowest of the compared OMol25 structures with the same formula, charge and spin is 6.0463 eV.